# 1
Formula: CH2NO4S
Source: OMol25
Level of theory: ωB97M-V/def2-TZVPD

```
9
Properties=species:S:1:pos:R:3:forces:R:3:nbo_charge:R:1
S -1.978 -0.867 -0.609 -2.7578 0.5696 2.4440 1.69
O 3.155 1.412 0.623 0.6031 1.1511 1.3845 -0.59
O -0.664 -0.854 -1.180 1.8377 -0.2765 -0.6340 -0.98
O -1.704 0.779 1.160 -0.4060 -1.3276 -1.6106 -1.11
O -2.339 -2.108 0.080 0.5483 0.8868 -0.4571 -0.92
N 1.594 0.385 -0.751 -3.6154 -1.4497 -0.8231 -0.77
C 2.246 0.962 0.045 1.1929 -0.5750 -0.5183 0.81
H 0.563 -0.081 -0.786 2.2370 1.0665 -0.0850 0.47
H -0.875 0.373 1.418 0.3601 -0.0452 0.2996 0.41
```
Forces are in eV/Å.

The value obtained for the relative energy (zero: lowest compared OMol25 entry of this formula, charge and spin) is 31.0 kcal/mol. The value obtained for the lowest unoccupied orbital energy (alpha / beta) is 3.6 / 3.6 eV. As for the total charge: -1. The value obtained for the HOMO-LUMO gap (alpha / beta) is 8.392 / 8.390 eV. The spin multiplicity is 1.

# 2
Formula: C5H13N2O
Source: OMol25
Level of theory: ωB97M-V/def2-TZVPD

```
21
Properties=species:S:1:pos:R:3:forces:R:3:nbo_charge:R:1
O 0.222 0.344 -1.936 0.4325 0.1967 0.5612 -0.96
N 0.441 1.726 0.479 1.0274 -0.5401 -0.2738 -0.71
N -0.754 -2.582 0.275 0.1970 0.8034 -0.2059 -0.87
C -0.373 -1.185 -0.099 1.3462 -0.5655 -0.4153 -0.09
C -1.129 -0.112 0.667 0.2216 -0.4623 1.2244 -0.42
C -0.286 -0.873 -1.618 -0.5500 0.5863 -0.5684 -0.02
C 1.878 1.958 0.674 0.2129 0.7696 -0.5664 -0.42
C -0.090 0.757 1.421 -1.9196 1.1613 -0.1515 -0.19
H 1.979 3.032 0.731 0.5448 0.6104 0.2783 0.17
H 0.697 -1.152 0.167 -0.2316 0.4446 0.2943 0.15
H -0.598 1.262 2.283 0.1151 0.0567 -0.5019 0.14
H 0.696 0.206 1.916 0.2620 -0.8604 -0.1287 0.16
H 0.315 -1.684 -2.113 -0.4320 -0.2451 0.2551 0.09
H -1.651 -2.585 0.735 -0.2576 -0.2730 -0.4198 0.34
H 2.353 1.546 1.585 -0.5547 -0.1067 -0.2730 0.16
H 0.329 1.379 -0.525 -0.1062 -0.2869 0.7943 0.45
H -1.792 0.497 0.032 0.6010 0.0393 -0.0684 0.22
H -0.719 -3.151 -0.563 -0.4471 -0.1409 0.1054 0.35
H -1.837 -0.557 1.399 0.4382 -0.0936 -0.1197 0.17
H -1.333 -0.885 -1.991 -0.3467 -0.8102 -0.1598 0.08
H 2.516 1.676 -0.194 -0.5531 -0.2836 0.3394 0.19
```
Forces are in eV/Å.

The value obtained for the relative energy (zero: lowest compared OMol25 entry of this formula, charge and spin) is 25.2 kcal/mol. The value obtained for the lowest unoccupied orbital energy is 4.3 eV. As for the total charge: -1. The value obtained for the HOMO-LUMO gap is 7.141 eV. The spin multiplicity is 1.